Entry 1:
Entry from OMol25: a structure of composition C35H54BrN3OP2Pt in a non-equilibrium geometry (ωB97M-V/def2-TZVPD).

Output
- 2S+1 = 3
- charge = +2
- max |F| (eV Å⁻¹) = 4.52
- frontier orbital gap (alpha / beta) (eV) = 5.01 / 4.72
- E_HOMO (alpha / beta) (eV) = -11.9 / -12.6
- energy relative to the best compared isomer or geometry (same formula, charge and spin) (kcal/mol) = 125.28

Cartesian coordinates (Å):
N: -6.06832 4.10062 -5.41823
C: -6.02191 4.57382 -4.17390
C: -5.16489 4.05825 -3.19921
C: -4.34688 2.92533 -3.50085
C: -4.46125 2.43382 -4.84498
C: -5.28604 3.08630 -5.75163
C: -3.44452 2.37700 -2.53927
Pt: -2.13616 0.32932 -1.38019
P: 3.97608 -0.75020 -0.96214
C: -2.41313 1.44855 -2.90517
C: -0.97061 1.79043 -2.50988
C: 0.16433 1.33390 -3.23204
C: 1.39930 1.21056 -2.61404
C: 1.61913 1.52634 -1.26506
C: 0.57221 2.10887 -0.59359
C: -0.78797 2.16422 -1.12344
Br: 1.82748 -0.91431 -0.01648
H: -3.47920 2.63411 -1.46999
H: -2.50617 0.86340 -3.82254
H: -5.14464 4.51493 -2.20694
H: -3.94133 1.53899 -5.16417
H: -6.70339 5.40313 -3.94006
H: -5.32668 2.75804 -6.78324
H: 0.01396 1.01056 -4.26728
H: -1.58991 2.71070 -0.58835
H: 2.24047 0.85680 -3.20419
H: 0.74465 2.63076 0.34871
P: -0.81233 -1.84195 -1.69138
C: 3.94572 0.89485 -0.21483
C: 4.79526 2.07916 -0.59129
H: 3.78880 0.79506 0.87769
H: 2.69623 1.36855 -0.78970
H: 4.22991 2.96356 -0.25616
H: 5.78821 2.13471 -0.12987
H: 4.87606 2.14464 -1.68071
C: 3.87288 -1.34152 -2.67312
C: 5.07189 -1.96815 -3.42084
H: 3.48361 -0.52696 -3.30703
H: 3.08189 -2.11069 -2.63699
H: 4.82180 -2.09384 -4.48283
H: 5.95529 -1.33307 -3.36514
H: 5.32837 -2.96305 -3.04148
C: 4.31214 -2.17482 0.09313
C: 5.04692 -2.02347 1.41196
H: 4.67271 -3.01945 -0.50149
H: 3.24965 -2.38898 0.39181
H: 4.56926 -2.67918 2.15304
H: 6.08707 -2.34809 1.30137
H: 5.03879 -1.00770 1.82231
C: -0.57169 -3.36391 -0.62641
C: -1.72036 -4.33594 -0.38167
H: -0.15772 -3.00186 0.32411
H: 0.22853 -3.95018 -1.10326
H: -2.51853 -3.90886 0.23651
H: -2.15576 -4.71781 -1.31351
H: -1.31607 -5.20743 0.15127
C: 0.65884 -2.12858 -2.78362
C: 0.38254 -2.60773 -4.19791
H: 1.28565 -2.88192 -2.28170
H: 1.24817 -1.20213 -2.79541
H: -0.33790 -3.43867 -4.20415
H: -0.00072 -1.78965 -4.82574
H: 1.31643 -2.98151 -4.64610
C: -2.28460 -2.25308 -2.70613
C: -3.51815 -1.78358 -1.91223
H: -2.28088 -3.32440 -2.93665
H: -2.16721 -1.67706 -3.64010
H: -4.39428 -1.72066 -2.55607
H: -3.70803 -2.43700 -1.05393
H: -3.58472 -0.70048 -1.49053
C: 1.88373 2.02516 7.20859
C: 0.39052 2.10463 7.02228
N: -0.16548 1.19657 5.97620
C: 0.11644 -0.22684 6.21729
C: -0.23908 -0.70116 7.61805
C: -0.12074 1.67770 4.65753
O: 0.55135 2.65673 4.33079
C: -0.99563 0.96758 3.66524
C: -2.14652 0.27464 4.07366
C: -2.92779 -0.38181 3.12454
C: -2.52911 -0.29894 1.76801
N: -1.49284 0.45018 1.37233
C: -0.73069 1.04941 2.28612
H: 2.22846 1.04113 7.54597
H: 2.19001 2.75741 7.96282
H: 2.38605 2.28238 6.27207
H: -0.13535 1.84739 7.95038
H: 0.10782 3.12170 6.72190
H: -0.44604 -0.81715 5.48442
H: 1.18829 -0.41605 6.02119
H: -1.29357 -0.49656 7.83912
H: -0.09211 -1.78585 7.65184
H: 0.38485 -0.26452 8.40874
H: -2.40852 0.26576 5.13480
H: -3.82219 -0.95248 3.37507
H: -3.07467 -0.84972 1.00199
H: 0.12459 1.60129 1.91193

Cartesian forces, eV/Å:
N -0.3 0.6 0.0
C 0.3 -0.1 0.3
C 0.1 -0.5 0.0
C -1.2 0.5 -0.8
C 0.1 0.3 0.8
C 0.3 -0.4 0.5
C -0.2 0.0 -0.2
Pt 2.2 -2.1 3.4
P -2.5 -0.8 2.1
C 1.0 2.1 -1.7
C -0.7 -0.4 0.6
C 0.2 -0.3 0.2
C -0.1 -0.1 -0.8
C -1.3 1.5 -0.6
C -1.0 0.6 0.4
C 1.0 0.4 -0.8
Br -0.9 -0.1 -0.4
H -0.1 0.6 -0.8
H 0.0 0.7 -0.2
H 0.0 -0.2 -0.3
H 0.1 0.1 0.0
H 0.4 -0.4 -0.1
H -0.1 -0.1 0.0
H 0.2 0.2 0.3
H 0.9 -0.2 -0.3
H -0.3 0.1 -0.1
H -0.1 -0.4 -0.1
P 0.1 -0.9 0.5
C 3.2 0.0 0.3
C -0.7 0.3 -0.5
H -0.2 -0.2 -0.7
H -1.8 0.7 -0.6
H 0.3 -0.1 -0.1
H -0.2 -0.3 0.0
H 0.2 0.1 0.1
C -0.2 0.4 -1.4
C 0.5 0.0 0.4
H 0.1 -0.3 0.4
H 0.2 0.5 0.4
H -0.1 0.2 0.4
H 0.0 -0.1 -0.1
H 0.0 0.3 0.1
C -0.4 -1.2 0.8
C 0.8 -0.1 0.4
H 0.2 0.2 -0.1
H 1.7 -0.6 -0.6
H 0.2 0.2 -0.2
H -0.1 0.2 0.2
H 0.0 -0.2 -0.1
C 0.3 -0.2 0.1
C -0.2 -0.1 0.2
H -0.2 -0.2 -0.1
H -0.2 0.2 0.2
H 0.1 -0.1 -0.1
H 0.1 0.1 0.2
H -0.2 0.2 -0.1
C 0.4 0.3 -0.1
C -0.1 -0.1 -0.3
H -0.3 0.3 0.0
H -0.4 -0.3 -0.1
H 0.2 0.3 -0.1
H 0.0 -0.3 0.1
H -0.3 0.2 0.0
C 0.4 0.3 -0.1
C -0.3 -0.3 -0.5
H -0.5 0.3 -0.1
H -0.2 -0.3 0.2
H -0.2 -0.4 0.0
H -0.1 0.3 -0.2
H -0.2 -0.6 -0.1
C 0.5 0.1 0.0
C -0.7 -0.1 -0.5
N 0.3 0.6 -0.4
C 0.1 -0.2 -0.3
C -0.1 -0.1 0.0
C 1.0 0.4 1.0
O -1.0 -0.9 0.0
C -0.4 -0.2 -0.5
C 0.0 0.0 -0.2
C 0.4 0.1 -1.0
C -0.1 0.3 1.6
N -0.2 -0.7 -0.4
C -0.4 -0.2 0.8
H -0.1 0.1 -0.1
H 0.0 -0.1 -0.1
H 0.0 -0.1 0.1
H 0.1 0.2 -0.2
H 0.0 -0.3 0.2
H 0.2 0.1 0.2
H -0.3 0.0 0.1
H 0.2 0.0 0.0
H 0.0 0.2 0.1
H -0.2 -0.1 -0.3
H 0.0 0.0 -0.4
H 0.3 0.2 0.1
H 0.0 0.2 0.1
H -0.1 0.0 0.3

Mulliken population analysis, charges in e, atoms 1 to 6: N -0.5581; C -0.3222; C -0.5345; C 0.5757; C -0.3601; C -0.4375

***

Entry 2:
Entry from OMol25: a cluster of 6 separate species, C35H54Cl11F22NO4S2 in total in a non-equilibrium geometry (ωB97M-V/def2-TZVPD).

Output
- charge = 0
- max |F| (eV Å⁻¹) = 2.03
- frontier orbital gap (eV) = 9.20
- E_HOMO (eV) = -9.3
- SMILES = COCCCCC[C@@](N)(CCC(F)(F)C(F)(F)C(F)(F)C(F)(F)S(F)(F)(F)(F)F)CO[C@@H](CCCCS(=O)(=O)Cl)CCC(F)(F)C(F)(F)C(F)(F)C(F)(F)F.ClCCCl.ClCCCl.ClCCCl.ClCCCl.ClCCCl

Cartesian coordinates (Å):
C: 1.05602 2.12198 4.78844
O: -0.27000 2.00918 4.32647
C: -0.85301 0.75277 4.58468
C: -2.09093 0.50839 3.71027
C: -1.97214 1.24952 2.37952
C: -3.15498 0.99668 1.44859
C: -2.98405 1.70924 0.10351
C: -2.46891 0.80234 -1.04005
N: -3.61513 -0.04515 -1.41373
C: -2.01847 1.74966 -2.16727
C: -1.54020 1.06311 -3.44065
C: -1.11174 1.97655 -4.56380
F: -2.19835 2.57533 -5.12649
F: -0.54697 1.22513 -5.54809
C: -0.12503 3.11844 -4.22358
F: -0.00641 3.86154 -5.35675
F: -0.59439 3.97088 -3.29422
C: 1.33828 2.63078 -3.90350
F: 1.37750 1.42006 -3.32346
F: 1.93197 2.47027 -5.10975
C: 2.22072 3.69288 -3.16642
F: 3.50022 3.47658 -3.54865
F: 1.93109 4.94852 -3.55594
S: 2.22899 3.59070 -1.27102
F: 1.50927 5.00635 -1.14893
F: 0.80967 2.90020 -1.22091
F: 2.97697 2.21121 -1.32266
F: 3.62110 4.36019 -1.25064
F: 2.28558 3.52235 0.30358
C: -1.32078 -0.10123 -0.59865
O: -1.73305 -1.24106 0.09852
C: -0.65767 -1.79349 0.86156
C: -1.29811 -2.75559 1.83562
C: -0.46835 -3.01728 3.12790
C: 0.93420 -2.40193 3.13882
C: 1.76193 -2.93087 4.31043
S: 3.45081 -2.30491 4.24484
O: 3.89962 -2.01366 5.56973
O: 4.26486 -3.21345 3.50483
Cl: 3.39761 -0.52448 3.22234
C: 0.34952 -2.42483 -0.14335
C: 0.68962 -3.89409 0.08712
C: 1.84935 -4.42087 -0.72663
F: 1.79074 -5.78911 -0.62263
F: 3.05302 -4.08272 -0.20393
C: 1.79518 -4.14084 -2.25806
F: 2.52456 -5.08299 -2.88988
F: 0.50291 -4.34287 -2.62534
C: 2.18956 -2.71521 -2.75375
F: 2.86900 -2.00062 -1.84296
F: 1.10192 -2.00214 -3.11139
C: 3.08712 -2.77125 -4.03237
F: 4.30097 -3.25465 -3.77132
F: 3.24554 -1.48828 -4.43681
F: 2.48308 -3.42494 -5.02859
H: 1.07628 2.61423 5.76222
H: 1.60590 2.75899 4.09863
H: 1.57590 1.16453 4.83583
H: -0.11381 -0.04437 4.45673
H: -1.15473 0.70973 5.63930
H: -2.04983 -0.55301 3.46127
H: -3.00434 0.76398 4.23643
H: -1.00876 0.98842 1.93904
H: -1.93663 2.32179 2.55434
H: -3.40755 -0.05479 1.34872
H: -4.00898 1.46782 1.94291
H: -2.22363 2.48418 0.21857
H: -3.89699 2.19264 -0.25729
H: -4.44576 0.53007 -1.43710
H: -3.48588 -0.47311 -2.32145
H: -1.29949 2.43937 -1.73573
H: -2.88644 2.34864 -2.43430
H: -2.37731 0.48732 -3.83458
H: -0.74940 0.33574 -3.29129
H: -0.78656 -0.43343 -1.49699
H: -0.60334 0.51314 -0.04089
H: -0.21911 -0.94385 1.38785
H: -2.23442 -2.29199 2.14636
H: -1.60178 -3.68802 1.37500
H: -0.44834 -4.08319 3.35551
H: -0.99876 -2.56555 3.96385
H: 0.80356 -1.33971 3.33629
H: 1.47877 -2.46441 2.20194
H: 1.82797 -4.01341 4.28078
H: 1.35104 -2.57759 5.24941
H: 1.23162 -1.78925 -0.14902
H: -0.15194 -2.37898 -1.10299
H: -0.17169 -4.47839 -0.22602
H: 0.88159 -4.17198 1.11838
Cl: 2.29376 7.94179 2.66776
C: 2.41016 8.00999 0.89043
C: 3.78954 8.39567 0.42364
Cl: 4.18761 10.08752 0.81947
H: 1.65810 8.70810 0.53226
H: 2.16402 7.01679 0.51839
H: 3.84725 8.30080 -0.65947
H: 4.55046 7.75941 0.86786
Cl: -3.39499 -5.86617 -2.04635
C: -3.58059 -6.03419 -3.81194
C: -2.32228 -5.65983 -4.55112
Cl: -1.97323 -3.91783 -4.43621
H: -4.42129 -5.41879 -4.12128
H: -3.82319 -7.07717 -4.00846
H: -2.43161 -5.89386 -5.60871
H: -1.46085 -6.19952 -4.16503
Cl: 8.56927 -1.94951 0.07092
C: 7.52494 -0.50825 0.15014
C: 6.34252 -0.71009 1.06260
Cl: 5.18366 -1.89280 0.41126
H: 7.20823 -0.26793 -0.86158
H: 8.13960 0.30883 0.52451
H: 5.80660 0.23136 1.17786
H: 6.65174 -1.05390 2.04695
Cl: -5.08407 3.71082 -1.28504
C: -5.23516 5.48800 -1.22277
C: -3.97946 6.16244 -1.71226
Cl: -2.60618 5.90596 -0.60468
H: -5.47063 5.76827 -0.19965
H: -6.07420 5.76557 -1.85873
H: -4.14285 7.23668 -1.77745
H: -3.68941 5.79567 -2.69390
Cl: -3.69733 -5.62569 1.87787
C: -3.67920 -5.81629 3.64952
C: -4.50987 -4.76838 4.34428
Cl: -3.79883 -3.13783 4.20924
H: -2.64412 -5.78626 3.98102
H: -4.08338 -6.80362 3.86624
H: -4.57425 -4.99718 5.40672
H: -5.51746 -4.72646 3.93937

Cartesian forces, eV/Å:
C 0.0 0.5 0.1
O 0.1 -0.3 -0.4
C -0.5 0.1 0.7
C 1.1 0.2 -0.5
C -0.3 -0.1 0.2
C -0.4 0.7 0.3
C 0.7 -0.8 -0.3
C -1.2 -0.2 0.3
N 0.3 0.2 0.0
C 0.0 -0.1 0.1
C -0.1 -0.1 0.1
C -0.5 -0.4 0.3
F 0.0 0.2 0.2
F 0.2 0.2 0.0
C 0.4 0.5 -1.0
F 0.0 -0.1 0.1
F 0.0 -0.4 0.3
C -0.1 0.1 -1.1
F -0.1 0.4 0.4
F 0.0 0.1 0.2
C 1.1 0.3 -0.2
F -0.6 -0.2 0.3
F -0.3 -0.8 0.2
S 0.3 1.4 0.7
F -0.2 -0.1 0.0
F 0.1 -0.4 -0.1
F -0.1 -0.3 -0.2
F 0.1 -0.1 -0.1
F -0.1 -0.1 0.0
C 0.3 0.2 -1.0
O -0.1 0.2 0.6
C -0.5 -0.4 -0.9
C 0.0 0.2 0.9
C 0.0 0.1 -0.4
C -0.3 0.2 0.6
C -0.3 0.9 -0.9
S 1.1 -1.3 1.1
O -0.5 0.6 0.1
O -0.4 0.2 -0.8
Cl -0.2 -0.1 0.1
C 0.0 0.2 0.8
C -0.2 0.2 -0.4
C -0.1 -0.7 0.5
F 0.0 0.1 -0.2
F -0.1 0.3 -0.3
C -0.7 -0.3 0.4
F 0.2 0.4 0.0
F 0.2 0.0 0.0
C 0.6 0.1 -0.9
F 0.0 -0.2 0.1
F -0.1 -0.2 0.2
C 0.1 1.1 -0.2
F -0.5 -0.2 -0.2
F 0.0 -0.5 0.1
F 0.4 -0.1 0.4
H 0.1 -0.2 0.2
H 0.0 0.1 -0.1
H -0.1 -0.1 0.1
H 0.1 0.1 -0.2
H 0.1 -0.1 0.1
H -0.6 -0.2 0.2
H -0.2 -0.1 0.0
H 0.0 0.0 -0.2
H 0.2 0.1 0.1
H 0.1 -0.1 -0.2
H -0.2 -0.1 0.1
H -0.1 0.3 0.1
H 0.5 -0.4 0.5
H -0.1 0.0 -0.2
H -0.1 -0.2 0.0
H 0.2 -0.1 -0.2
H -0.1 0.2 0.0
H -0.1 0.0 -0.3
H 0.2 0.1 0.1
H 0.1 0.0 0.0
H 0.0 -0.1 0.2
H 0.3 -0.1 0.2
H 0.0 0.0 -0.1
H 0.1 -0.1 -0.2
H 0.2 -0.2 -0.1
H -0.1 0.0 0.2
H 0.1 0.1 -0.3
H 0.1 -0.3 -0.1
H 0.4 -0.1 0.1
H 0.0 -0.1 0.2
H 0.2 -0.1 -0.2
H 0.1 0.2 -0.2
H -0.1 -0.2 0.0
H 0.2 0.1 0.1
Cl 0.0 0.0 0.0
C -0.1 -0.1 -0.1
C 0.0 0.0 -0.1
Cl 0.0 0.0 0.0
H 0.0 0.1 0.0
H 0.0 0.0 0.0
H 0.0 0.0 0.0
H 0.0 0.0 0.1
Cl 0.0 0.0 0.0
C -0.1 -0.1 0.0
C 0.1 -0.1 -0.1
Cl 0.0 0.1 0.0
H 0.0 0.1 0.0
H 0.0 0.0 0.0
H -0.1 0.0 0.0
H 0.0 0.1 0.1
Cl 0.0 0.0 0.0
C 0.0 0.1 0.0
C 0.0 0.1 0.1
Cl 0.0 0.0 -0.1
H 0.0 -0.1 0.0
H 0.0 0.0 0.0
H 0.0 0.0 0.0
H 0.0 -0.1 0.0
Cl -0.5 0.5 -0.3
C -0.1 0.1 -0.1
C 0.0 0.1 -0.1
Cl 0.0 0.0 0.0
H 0.1 -0.1 0.0
H 0.0 0.0 -0.1
H 0.0 0.0 0.1
H 0.0 -0.1 0.0
Cl 0.0 0.0 0.0
C 0.0 -0.1 0.0
C -0.1 0.0 0.1
Cl -0.1 0.0 0.1
H 0.0 0.1 0.0
H 0.0 0.0 0.0
H 0.1 0.0 0.0
H 0.0 0.0 -0.1

Mulliken population analysis, charges in e, atoms 1 to 6: C -0.5722; O -0.3348; C 0.0857; C 0.2134; C -0.5431; C -1.3904